This record from OMol25 describes a cluster of 2 separate species, C10H16 in total. The level of theory is ωB97M-V with the def2-TZVPD basis set.

Structure (ORCA input):
```
! wB97M-V def2-TZVPD RIJCOSX def2/J DEFGRID3
* xyz -1 2
C 1.231 1.303 -2.755
C 0.638 1.569 -1.281
C -0.700 2.070 -1.218
C 1.313 1.228 -0.094
C -1.130 2.433 0.120
C 0.876 1.592 1.138
C -0.334 2.292 1.255
H 0.987 0.242 -3.070
H 2.283 1.538 -2.707
H -1.428 2.039 -2.017
H 2.163 0.581 -0.328
H -2.153 2.708 0.105
H 1.339 1.292 2.110
H -0.742 2.594 2.262
H 0.971 2.071 -3.508
C -0.109 -1.894 0.437
C -0.137 -1.770 1.967
C -0.980 -3.176 0.172
H -0.596 -1.085 0.068
H 0.853 -1.926 0.043
H -0.323 -0.677 2.292
H 0.813 -2.126 2.474
H -0.796 -4.040 0.641
H -2.025 -2.923 0.406
H -0.891 -2.446 2.406
H -1.120 -3.489 -0.920
*
```

Computed properties:
highest occupied orbital energy (spin up / spin down) = 0.03574 / -0.13631 Ha
maximum force = 5.71 eV/A
HOMO-LUMO gap (spin up / spin down) = 2.77 / 7.31 eV
LUMO (spin up / spin down) = 3.7 / 3.6 eV
energy relative to the best compared isomer or geometry (same formula, charge and spin) = 1.679 eV